C4H6N2O | wB97M-V/def2-TZVPD

Values from the calculation:
**Largest force on an atom**: 0.9 eV/Å
**Calculated total energy**: -340.74311 Ha
**Orbital gap**: 9.93 eV
**2S+1**: 1
**Energy relative to the best compared isomer or geometry (same formula, charge and spin)**: 32.5 kcal/mol

CARTESIAN COORDINATES (ANGSTROEM)
O 1.6482 -0.9772 -1.3799
N 2.9752 -0.0828 0.2336
N -1.7965 -0.6597 0.0075
C -0.6359 -0.3799 0.2060
C -2.8222 0.3123 -0.3335
C 1.7550 -0.4137 -0.3032
C 0.6055 -0.0997 0.5682
H -3.3795 0.5004 0.5876
H 3.7754 -0.2287 -0.3628
H 0.7390 0.2705 1.5804
H -2.4098 1.2588 -0.6990
H 3.0551 0.6079 0.9631
H -3.5095 -0.1083 -1.0679

Results of the natural (NBO) charge analysis, in e, for atoms 1 through 5: -0.618 -0.827 -0.398 0.518 -0.421

C5H11F | wB97M-V/def2-TZVPD

Values from the calculation:
**Largest force on an atom**: 5.4 eV/Å
**Calculated total energy**: -296.67887 Ha
**Orbital gap**: 11.04 eV
**2S+1**: 1
**Energy relative to the best compared isomer or geometry (same formula, charge and spin)**: 183.8 kcal/mol

CARTESIAN COORDINATES (ANGSTROEM)
F -0.4631 1.5162 0.8883
C -0.3353 -0.6462 -0.2719
C -1.6469 -0.3800 -0.7900
C 0.5582 -1.4108 -1.3096
C 1.4384 0.3648 1.3030
C 0.3741 0.7006 0.1242
H 2.5040 0.5631 0.5202
H -1.5845 -0.4598 -2.1317
H 1.3757 -0.9896 1.7916
H -0.2435 -1.2074 0.5620
H -0.3410 -2.0155 -1.7403
H 1.2782 -2.3418 -0.7536
H -2.6233 -1.3302 -0.1348
H -1.7627 0.6770 0.0354
H 0.7283 1.2786 -0.7019
H 1.1744 -0.8597 -1.9825
H 1.3319 1.2688 2.2067

Results of the natural (NBO) charge analysis, in e, for atoms 1 through 5: -0.376 -0.359 -0.637 -0.607 -0.669

C33H57ILuN2O2Si | wB97M-V/def2-TZVPD

Values from the calculation:
**Largest force on an atom**: 1.6 eV/Å
**Calculated total energy**: -3374.19937 Ha
**Orbital gap**: 8.25 eV
**2S+1**: 1
**Charge**: +1

CARTESIAN COORDINATES (ANGSTROEM)
Lu -0.7412 0.6632 0.7149
I 0.6554 2.6383 2.1281
Si -0.7729 -2.2203 -1.7017
O 1.8648 1.3420 -1.4361
O 4.9700 -2.0047 -1.6674
N -2.7191 1.3344 0.1866
N -1.5776 -0.6267 2.2391
C 0.5744 -1.1601 5.8568
C 0.7493 -2.4343 2.2962
C -2.7391 2.6512 -0.4409
C 4.5832 -2.3963 -0.3580
C -2.6184 5.2036 -1.5809
C 0.9709 -1.8508 4.7137
C -3.2015 -2.3578 2.8540
C -5.1728 1.2662 0.1846
C -2.8360 -1.1206 2.0822
C -1.2118 -0.1023 4.6094
C -0.4383 -2.3498 -3.5537
C 1.9293 1.9801 -2.8295
C -2.9714 3.6715 1.8598
C -2.8681 3.7941 0.3726
C 1.8330 3.4772 -2.7220
C 0.1460 -3.6692 -0.9725
C -2.3289 0.8939 4.5452
C -3.8412 -0.5048 1.3180
C 0.0383 -0.6358 -1.1234
C 5.6682 -1.9566 0.6061
C -3.8435 0.6940 0.5791
C 5.1646 -2.9426 -3.8449
C 4.2100 -2.5968 -2.7154
C -2.5979 -2.2619 -1.3684
C -0.5094 -0.2844 5.8007
C 4.2590 1.7060 -1.1020
C -0.8322 -0.8333 3.4659
C -2.3094 1.6150 -2.7220
C -2.5317 2.7910 -1.8285
C -2.8115 5.0645 -0.2075
C -2.4688 4.0727 -2.3818
C 2.9476 1.4671 -0.4274
C 0.2895 -1.6875 3.5067
H -0.2147 -3.9191 0.0306
H -0.8271 0.2790 6.6780
H 1.2257 -3.4757 -0.9236
H 5.4842 -2.4002 1.5881
H 5.6508 -2.0301 -4.2068
H 2.6158 2.2752 0.2440
H 0.8945 -1.7923 1.4107
H -2.8166 -2.5304 -0.3308
H 4.6420 -3.4319 -4.6744
H -1.2411 1.3425 -2.7814
H 1.7238 -2.8971 2.5084
H 0.0070 -0.2002 -2.1305
H -2.4838 -3.1733 2.6916
H 0.9681 0.9541 -1.1771
H 3.4599 -1.8706 -3.0742
H 1.9133 3.8822 -3.7340
H -3.2570 -2.1618 3.9352
H -2.8852 0.7239 -2.4424
H 2.8797 1.5995 -3.2151
H -3.2497 4.6472 2.2765
H -3.2954 0.4425 4.2794
H 1.1145 -1.2949 6.7930
H -2.3008 4.1661 -3.4551
H 6.6438 -2.2866 0.2364
H 5.0786 1.7626 -0.3765
H 3.6213 -1.9124 -0.0921
H 4.4428 -3.4869 -0.2906
H 4.5172 0.8736 -1.7711
H -3.7146 2.9382 2.1964
H 2.9406 0.5183 0.1375
H 1.0767 1.5708 -3.3892
H -5.9608 0.5699 0.4910
H 1.0745 -0.9665 -0.9439
H -1.0743 -3.1641 -3.9264
H -2.5822 6.1973 -2.0255
H -5.2676 1.4024 -0.9002
H -3.0536 -3.0222 -2.0095
H -0.6881 -1.4371 -4.1150
H -3.1018 -1.3141 -1.5763
H 1.8235 -2.5329 4.7376
H 2.6520 3.8908 -2.1381
H -1.9970 3.4223 2.3161
H 5.6766 -0.8646 0.7010
H -2.1236 1.7220 3.8490
H 4.2808 2.6587 -1.6339
H 0.8783 3.8297 -2.2932
H 0.6127 -2.5977 -3.7650
H -5.3817 2.2244 0.6779
H 0.0649 -3.2469 2.0158
H 5.9417 -3.6137 -3.4617
H -4.8086 -1.0076 1.3573
H -2.4522 1.3417 5.5386
H -0.0107 -4.5472 -1.6134
H -2.5947 1.8882 -3.7498
H -2.9141 5.9353 0.4409
H 3.6718 -3.5014 -2.3827
H -4.1906 -2.7077 2.5332

Results of the Löwdin charge analysis, in e, for atoms 1 through 5: 1.205 0.254 0.382 -0.159 -0.177

> Among the records above, which one has the lowest orbital gap?

C33H57ILuN2O2Si

> Which value of largest force on an atom does entry 3 give?

1.6 eV/Å